Entry from OMol25: a cluster of 3 separate species, C3H12O3 in total at a distorted geometry (ωB97M-V/def2-TZVPD).

Values from the calculation:
Frontier orbital gap in eV: 9.947
Highest occupied orbital energy in eV: -9.25
SMILES: CO.CO.CO
ΔE to the lowest compared entry with this formula, charge and spin in kcal per mole: 71.0
LUMO energy in eV: 0.7
Largest force on an atom in Eh/bohr: 0.04800
Multiplicity: 1

Cartesian coordinates (Å):
C (0.98650, 5.60274, -15.08190)
O (1.59997, 4.39037, -15.28287)
H (0.08641, 5.59604, -14.46718)
H (1.69981, 6.06397, -14.39885)
H (0.79094, 6.19972, -15.97267)
H (1.75485, 4.01247, -14.41408)
C (1.47806, 8.24713, -14.50198)
O (0.28335, 9.01943, -14.30403)
H (1.64703, 7.39672, -13.84141)
H (1.40743, 7.75047, -15.46967)
H (2.41291, 8.79737, -14.39516)
H (0.11489, 9.16576, -13.37032)
C (2.76429, 2.15805, -14.28720)
O (1.80977, 2.77308, -13.40540)
H (3.03429, 2.63135, -15.23121)
H (3.66664, 1.77393, -13.81148)
H (2.43082, 1.23260, -14.75673)
H (0.96886, 2.33082, -13.54286)